1.
C8H14 | the ωB97M-V functional and the def2-TZVPD basis

Structure (XYZ):
```
22
Properties=species:S:1:pos:R:3:lowdin_charge:R:1
C 0.1494 2.2328 2.0095 0.00
C -0.5320 1.6723 -0.8205 -0.12
C -0.3922 -1.8047 0.5411 -0.27
C 0.1110 -3.2178 0.2634 -0.13
C 0.2126 1.0218 1.4537 -0.13
C 0.1703 -0.7227 -0.3747 -0.19
C 0.0323 0.7481 -0.0115 -0.24
C -0.0092 1.9398 -2.1964 -0.09
H -1.0654 2.4385 -0.2694 0.09
H 0.6610 1.1329 -2.5051 0.07
H -1.4893 -1.8736 0.4651 0.12
H 1.2087 -3.2710 0.2704 0.07
H 0.5475 0.1719 2.0365 0.08
H -0.1966 -1.5790 1.5976 0.09
H -0.2302 -4.0198 0.9252 0.07
H -0.6602 2.1016 -3.0642 0.07
H 1.1653 -1.0495 -0.7426 0.12
H -0.4675 3.0411 1.6357 0.05
H 0.5648 2.8766 -2.0592 0.09
H -0.0443 -3.4618 -0.8029 0.08
H 0.6299 2.3952 2.9755 0.05
H -0.3659 -0.7727 -1.3273 0.11
```

Energy relative to the best compared isomer or geometry (same formula, charge and spin) = 59.5 kcal/mol
Total energy = -8520.5010 eV
SMILES = C=C/C(=C/C)CCC
E_HOMO = -8.0 eV
Molecular weight = 110.20 g/mol

2.
C6H10O | the ωB97M-V functional and the def2-TZVPD basis

Structure (XYZ):
```
17
Properties=species:S:1:pos:R:3:lowdin_charge:R:1
O -1.0471 -1.2612 -3.1319 -0.04
C 0.2557 2.3353 -0.0964 0.01
C -0.1999 0.9189 2.3210 0.06
C -0.0934 0.1946 1.2344 -0.29
C 0.0240 1.0504 -0.0250 -0.15
C 0.1624 -1.2349 0.8873 -0.12
C 1.0012 -1.6686 -0.0464 0.01
H -0.3999 0.5408 -0.9173 0.10
H -0.9454 -1.7881 -2.3397 0.02
H 0.2103 2.9622 -0.9021 0.03
H 0.5317 2.9631 0.7297 0.05
H 0.1909 -2.0040 1.7226 0.12
H -0.2234 -0.9086 -3.3989 0.01
H 1.5094 -2.5535 -0.0224 0.03
H -0.3232 0.4823 3.2552 0.04
H -0.3151 1.9991 2.2369 0.07
H 1.2412 -1.1773 -0.9585 0.05
```

Energy relative to the best compared isomer or geometry (same formula, charge and spin) = 65.9 kcal/mol
Total energy = -8428.3813 eV
SMILES = C=CC(=C)C=C.O
E_HOMO = -9.0 eV
Molecular weight = 98.14 g/mol

3.
C5H13N2 | the ωB97M-V functional and the def2-TZVPD basis

Structure (XYZ):
```
20
Properties=species:S:1:pos:R:3:lowdin_charge:R:1
N 3.1107 -1.8150 1.5344 0.19
N 1.8439 -0.7846 -0.1209 0.01
C -2.3896 -0.0079 -0.4174 -0.14
C -1.5005 0.9003 0.2283 -0.29
C 0.8055 -0.5889 -1.0189 0.09
C 2.2471 -1.8666 0.4787 -0.10
C -1.2638 2.2616 -0.1988 -0.13
H 3.1969 -2.6263 2.0970 0.12
H -2.0897 -0.0122 -1.4946 0.09
H -1.0846 2.3044 -1.2236 0.06
H -1.0988 0.6528 1.2740 0.12
H -3.3514 0.5751 -0.3725 0.12
H -0.5568 2.8055 0.2812 0.04
H -2.2388 -1.0079 0.0376 0.09
H 0.2591 -1.3614 -1.5207 0.09
H 2.2458 0.0911 0.2378 0.18
H -2.2589 2.8886 -0.0435 0.15
H 0.5082 0.4353 -0.9512 0.04
H 3.4914 -0.9331 1.6711 0.10
H 1.8308 -2.8384 0.2049 0.17
```

Energy relative to the best compared isomer or geometry (same formula, charge and spin) = 125.7 kcal/mol
Total energy = -8365.3607 eV
Total charge = +1
E_HOMO (spin up / spin down) = -10.4 / -12.3 eV
Molecular weight = 101.17 g/mol

4.
CH2FPS | the ωB97M-V functional and the def2-TZVPD basis

Structure (XYZ):
```
6
Properties=species:S:1:pos:R:3:lowdin_charge:R:1
S 1.5821 1.1087 -0.3852 0.44
P 0.3164 -0.5142 -0.5330 0.50
F 2.8200 -0.2993 0.6475 -0.55
C -1.2690 -0.1606 0.0766 -0.35
H -1.9529 -1.0034 -0.0512 -0.01
H -1.4966 0.8688 0.2452 -0.03
```

Energy relative to the best compared isomer or geometry (same formula, charge and spin) = 77.8 kcal/mol
Total energy = -23907.3646 eV
E_HOMO (spin up / spin down) = -9.9 / -9.9 eV
Molecular weight = 96.07 g/mol

5.
C14H40O6 | the ωB97M-V functional and the def2-TZVPD basis

Structure (XYZ):
```
60
Properties=species:S:1:pos:R:3:lowdin_charge:R:1
O 0.7008 -0.9756 -0.9438 -0.04
O 5.1062 -0.5521 1.9526 -0.02
O 0.3698 0.0845 -2.6364 -0.08
O -1.0620 1.5988 2.0848 -0.06
O -3.8395 1.9625 -0.3369 -0.06
O 0.4599 0.3419 2.8487 -0.18
C 0.6126 1.3994 0.5218 -0.06
C -0.4176 -0.7566 2.9098 -0.13
C 3.8567 -0.9484 1.5147 -0.52
C 2.9597 -1.4846 2.6550 -0.03
C -0.2095 -2.1754 -3.0645 -0.07
C 1.6101 -1.0574 -4.4446 -0.04
C -4.0941 0.5735 -0.3348 -0.46
C -3.4300 0.1272 1.0055 -0.04
C -0.0157 2.3574 1.5858 -0.37
C 3.2915 0.1247 0.6359 -0.02
C -0.5802 3.6179 0.8995 0.00
C 0.2711 -0.9087 -3.6512 -0.47
C -3.4529 -0.0601 -1.5338 -0.05
C -0.5711 -1.0053 -0.3608 -0.12
H 0.7533 0.4326 1.0053 0.05
H 2.3516 -1.6338 -3.8913 0.07
H 5.5548 -1.3770 2.1522 0.09
H -0.4488 -0.4969 -4.3584 0.13
H -1.6665 3.7063 0.8803 0.08
H -1.8766 1.8752 1.6586 0.10
H -2.4456 0.3481 -1.6163 0.08
H -3.9039 2.2706 -1.2438 0.09
H 3.9773 -1.8599 0.9292 0.13
H 3.8958 0.3530 -0.2421 0.11
H -2.3473 0.2412 1.0592 0.02
H 1.3478 -1.5618 -5.3746 0.07
H 3.4429 -2.1952 3.3256 0.08
H -0.9868 -0.0457 -0.0536 0.05
H 0.5120 -2.6679 -2.4126 0.09
H -0.3655 3.6463 -0.1687 0.08
H -0.0785 1.0348 2.4592 -0.14
H 2.4145 -0.3236 0.1688 0.04
H -1.1429 -0.7020 2.0980 0.04
H 1.5134 1.8747 0.1336 0.10
H -1.3202 -1.4961 -0.9822 0.07
H 2.2869 -2.0816 2.0395 0.07
H 1.3387 -0.5696 -0.3523 0.05
H 0.1880 -1.6601 2.8387 0.08
H -0.5557 -1.5357 0.5914 0.09
H -0.5179 -2.8571 -3.8571 0.09
H -3.6044 -0.9248 1.2313 0.09
H 0.7061 2.6173 2.3602 0.16
H 3.0174 0.9780 1.2563 0.10
H -3.8012 0.6657 1.8774 0.09
H 2.5126 -0.6425 3.1833 0.07
H -1.0280 -1.9618 -2.3770 0.04
H -3.4560 -1.1403 -1.3877 0.09
H -0.9116 -0.7120 3.8804 0.09
H 0.0680 1.2205 -0.4053 0.08
H -0.1858 4.5386 1.3295 0.08
H 0.4031 -0.2721 -1.7457 -0.22
H 1.9782 -0.0422 -4.5930 0.07
H -5.1760 0.4516 -0.2822 0.13
H -4.0091 0.2415 -2.4213 0.09
```

Energy relative to the best compared isomer or geometry (same formula, charge and spin) = 205.5 kcal/mol
Total energy = -27443.1914 eV
E_HOMO = -8.6 eV
Molecular weight = 304.47 g/mol